(1)
{
  "formula": "C22H25NO3PtS2",
  "method": "wB97M-V/def2-TZVPD",
  "elements": ["Pt", "S", "S", "O", "O", "O", "N", "C", "C", "C", "C", "C", "C", "C", "C", "C", "C", "C", "C", "C", "C", "C", "C", "C", "C", "C", "C", "C", "C", "H", "H", "H", "H", "H", "H", "H", "H", "H", "H", "H", "H", "H", "H", "H", "H", "H", "H", "H", "H", "H", "H", "H", "H", "H"],
  "coordinates": [[0.084, 0.723, 1.165], [-2.938, 0.811, 0.160], [0.156, 3.753, 1.640], [-1.869, 0.159, 1.102], [2.115, 0.970, 1.205], [-0.193, 2.682, 0.563], [0.522, -0.932, 2.203], [-2.105, 2.899, 3.037], [-4.430, -0.015, 0.651], [-4.424, -1.036, 1.585], [-1.395, 4.149, 2.507], [-6.809, -1.221, 1.313], [-3.231, 2.465, 0.795], [2.771, 0.053, 2.135], [1.790, -0.963, 2.666], [-3.412, 2.581, 2.306], [-5.596, 0.396, 0.014], [1.295, 7.422, 0.581], [-5.631, -1.638, 1.915], [1.130, 6.232, 1.274], [-6.791, -0.210, 0.360], [1.250, -2.797, 4.095], [-0.045, -2.765, 3.602], [-0.220, 5.366, -0.557], [-0.376, -1.815, 2.659], [-0.034, 6.557, -1.239], [2.177, -1.885, 3.618], [0.362, 5.230, 0.696], [0.717, 7.579, -0.671], [-1.999, 4.746, 1.824], [-1.364, -1.733, 2.236], [-5.579, 1.162, -0.753], [-1.440, 2.036, 2.956], [-2.306, 3.016, 4.101], [1.534, -3.519, 4.848], [1.886, 8.217, 1.013], [-3.820, 1.656, 2.719], [-5.649, -2.439, 2.641], [-0.794, -3.465, 3.941], [0.861, 8.503, -1.214], [3.198, -1.888, 3.978], [3.571, -0.453, 1.596], [-1.062, 4.803, 3.315], [-0.470, 6.687, -2.220], [3.209, 0.650, 2.932], [-7.708, 0.101, -0.121], [-2.359, 3.003, 0.428], [-7.745, -1.692, 1.579], [-0.782, 4.554, -0.999], [1.592, 6.091, 2.244], [-4.092, 2.819, 0.223], [-4.160, 3.352, 2.498], [2.492, 0.830, 0.324], [-3.502, -1.362, 2.040]],
  "lowdin_charge": [1.186, 1.116, 1.069, -0.680, -0.182, -0.682, -0.074, -0.218, -0.395, -0.064, -0.289, -0.039, -0.316, -0.079, -0.223, -0.187, -0.074, -0.044, -0.043, -0.074, -0.040, 0.004, -0.002, -0.062, -0.069, -0.042, 0.019, -0.410, -0.037, 0.109, 0.095, 0.119, 0.072, 0.127, 0.133, 0.122, 0.118, 0.119, 0.128, 0.122, 0.140, 0.153, 0.110, 0.120, 0.150, 0.123, 0.053, 0.122, 0.111, 0.118, 0.108, 0.132, 0.138, 0.090],
  "total_charge": 2,
  "orbital_gap_ev": 8.9,
  "multiplicity": 1
}

---

(2)
{
  "formula": "C22H25NO7",
  "method": "wB97M-V/def2-TZVPD",
  "elements": ["O", "O", "O", "O", "O", "O", "O", "N", "C", "C", "C", "C", "C", "C", "C", "C", "C", "C", "C", "C", "C", "C", "C", "C", "C", "C", "C", "C", "C", "C", "H", "H", "H", "H", "H", "H", "H", "H", "H", "H", "H", "H", "H", "H", "H", "H", "H", "H", "H", "H", "H", "H", "H", "H", "H"],
  "coordinates": [[5.754, 1.058, 2.017], [0.700, 2.016, 1.451], [6.805, 0.544, -0.378], [1.279, 2.322, -0.678], [-0.475, -3.780, 0.242], [-4.290, 1.297, 0.287], [-4.849, -1.496, 0.622], [1.079, -2.163, 0.494], [5.490, 0.179, -0.196], [-5.972, -0.807, -1.441], [4.677, -0.422, -1.140], [-1.944, 0.740, 0.083], [3.364, -0.735, -0.827], [-5.320, 3.425, 0.210], [-4.001, 2.671, 0.123], [-1.245, -1.541, 0.298], [-2.577, -1.910, 0.433], [2.096, -3.146, 0.799], [3.663, 0.138, 1.380], [1.405, -0.772, 0.753], [7.400, 0.279, -1.624], [-3.277, 0.385, 0.259], [4.974, 0.465, 1.079], [-0.204, -2.596, 0.341], [-0.929, -0.201, 0.113], [0.823, 1.582, 0.339], [-6.005, -0.879, 0.081], [2.849, -0.466, 0.431], [0.516, 0.164, -0.091], [-3.606, -0.979, 0.417], [0.776, 0.066, -1.151], [1.606, -4.118, 0.833], [1.217, -0.539, 1.814], [-6.156, 0.117, 0.507], [-6.926, -0.442, -1.811], [-5.784, -1.794, -1.858], [5.052, -0.649, -2.126], [7.406, -0.793, -1.843], [-6.818, -1.533, 0.408], [-5.996, 3.083, -0.570], [1.506, 3.217, -0.375], [-2.821, -2.952, 0.561], [6.630, 1.199, 1.632], [-3.317, 3.010, 0.912], [3.290, 0.373, 2.365], [-5.785, 3.247, 1.175], [-5.145, 4.490, 0.089], [8.425, 0.637, -1.543], [-5.186, -0.134, -1.774], [2.874, -3.161, 0.035], [2.743, -1.203, -1.576], [6.891, 0.813, -2.432], [-1.683, 1.776, -0.060], [-3.530, 2.846, -0.855], [2.553, -2.928, 1.766]],
  "lowdin_charge": [0.084, 0.135, -0.094, 0.132, 0.064, -0.071, -0.031, -0.037, -0.202, -0.057, -0.001, 0.059, -0.043, -0.059, -0.248, -0.067, 0.090, -0.014, 0.059, -0.190, -0.081, -0.166, -0.232, -0.391, -0.108, -0.516, -0.235, -0.204, -0.108, -0.184, 0.162, 0.089, 0.170, 0.109, 0.077, 0.081, 0.108, 0.099, 0.124, 0.077, 0.138, 0.136, 0.107, 0.131, 0.136, 0.080, 0.077, 0.095, 0.069, 0.087, 0.124, 0.098, 0.111, 0.129, 0.103],
  "orbital_gap_ev": 8.7,
  "smiles": "CCOc1cc2c(cc1OCC)[C@@H](C(=O)O)[C@H](c1ccc(OC)c(O)c1)N(C)C2=O",
  "multiplicity": 1
}

---

(3)
{
  "formula": "C22H26Br2N4O4",
  "method": "wB97M-V/def2-TZVPD",
  "elements": ["Br", "Br", "O", "O", "O", "O", "N", "N", "N", "N", "C", "C", "C", "C", "C", "C", "C", "C", "C", "C", "C", "C", "C", "C", "C", "C", "C", "C", "C", "C", "C", "C", "H", "H", "H", "H", "H", "H", "H", "H", "H", "H", "H", "H", "H", "H", "H", "H", "H", "H", "H", "H", "H", "H", "H", "H", "H", "H"],
  "coordinates": [[2.931, 2.767, -0.761], [-3.413, 5.982, 1.257], [-2.418, 3.575, 2.265], [3.153, 0.714, 1.705], [-4.012, -0.210, 0.288], [-3.255, 3.649, -2.084], [-3.954, -3.031, 2.998], [6.745, 3.385, -1.305], [0.212, -3.196, 1.704], [-3.849, 2.195, -0.234], [2.877, 1.198, 3.037], [-4.975, -6.084, 0.948], [-3.340, 4.025, 1.534], [-2.932, 2.877, -1.161], [5.961, 1.578, -4.190], [-0.971, -0.976, 1.631], [-4.755, -4.830, 0.112], [2.062, -0.055, 1.170], [-4.384, 2.968, 0.919], [-0.491, -2.358, 0.979], [-3.572, -3.987, 0.592], [-0.072, 2.912, -0.984], [6.921, 2.966, -2.363], [-3.785, -3.447, 1.938], [1.117, 2.090, -0.360], [-3.344, 0.832, 0.108], [-1.774, 1.084, 0.109], [-1.488, 2.370, -0.721], [5.733, 0.327, -3.349], [7.142, 2.421, -3.705], [-0.597, 0.318, 0.746], [0.885, 0.806, 0.522], [-5.670, -4.230, 0.114], [-5.387, 3.487, 0.716], [-0.600, -0.833, 2.717], [-5.804, -6.667, 0.541], [6.624, -0.307, -3.342], [2.390, -0.826, 0.373], [-2.655, -4.585, 0.574], [6.150, 1.274, -5.224], [5.482, 0.579, -2.316], [1.652, -0.697, 2.043], [1.896, 1.807, 3.075], [5.046, 2.179, -4.196], [3.728, 1.932, 3.306], [-4.572, -5.129, -0.925], [-4.593, 2.200, 1.757], [7.297, 3.249, -4.404], [-5.220, -5.837, 1.984], [0.079, 3.858, -1.601], [-3.423, -3.156, -0.104], [8.058, 1.822, -3.716], [2.904, 0.384, 3.845], [-2.125, -1.029, 1.711], [-0.820, -2.575, -0.100], [4.905, -0.256, -3.759], [0.386, -2.792, 2.638], [-4.083, -6.717, 0.947]],
  "lowdin_charge": [0.679, 0.675, -0.028, -0.267, 0.081, 0.098, 0.155, 0.148, 0.068, -0.020, -0.111, -0.111, -0.696, -0.309, -0.268, -0.134, -0.263, -0.200, -0.109, -0.220, -0.205, -0.002, -0.234, -0.244, -0.494, -0.270, 0.014, -0.022, -0.111, -0.195, -0.039, -0.076, 0.115, 0.132, 0.130, 0.072, 0.077, 0.152, 0.117, 0.108, 0.064, 0.112, 0.108, 0.109, 0.109, 0.109, 0.155, 0.118, 0.073, 0.112, 0.106, 0.121, 0.099, 0.096, 0.125, 0.073, 0.041, 0.077],
  "orbital_gap_ev": 8.0,
  "smiles": "[H]/N=C\\Cc1c(COC)c(Br)cc2c1C(=O)N(CC(=O)Br)C2=O.CCCC#N.CCCC#N",
  "multiplicity": 1
}